C5H9BrN | the ωB97M-V functional and the def2-TZVPD basis

```
! RIJCOSX wB97M-V def2-TZVPD def2/J DEFGRID3
* xyz 1 1
C 1.721 -1.515 -0.351
N 1.614 -0.322 0.092
C 0.606 0.252 1.086
C -0.701 0.732 0.502
C -1.024 1.129 -0.849
C -1.670 -0.109 -0.251
Br -3.675 -0.228 0.051
H 2.564 -1.724 -1.005
H 1.119 -2.356 -0.074
H 2.116 0.359 -0.422
H 1.191 1.032 1.522
H 0.296 -0.466 1.832
H -1.160 1.260 1.306
H -1.386 2.044 -1.132
H -0.229 0.906 -1.502
H -1.382 -0.994 -0.805
*
```

Its energy relative to the best compared isomer or geometry (same formula, charge and spin) is 104.4 kJ/mol. Its structure (SMILES) is C=[NH+]C[C@H]1C[C@@H]1Br. The calculation puts the HOMO energy at -13.244 eV. As for the molar mass: 163.0 g mol⁻¹. As for the HOMO-LUMO gap: 7.681 eV.

Löwdin charges in e: 0.204, 0.092, -0.042, -0.319, -0.110, -0.556, 0.633, 0.131, 0.127, 0.159, 0.131, 0.143, 0.145, 0.097, 0.090, 0.076